Arrangement P

The following is a DFT calculation (ωB97M-V/def2-TZVPD) of an isolated molecule of C11H10N2.

Its SMILES is C\N=C1/C=CC=C/C1=C/C=C\C#N. The lowest unoccupied orbital energy (spin up / spin down) is -1.1 / -1.1 eV. The calculation puts the HOMO-LUMO gap (spin up / spin down) at 6.9 / 6.9 eV. The value obtained for the HOMO energy (spin up / spin down) is -7.99 / -7.98 eV. The calculation puts the molar mass at 170.2 g/mol.

Last column: Mulliken charge in e.
Positions of all 23 atoms, in Å:
C: -1.24 -2.18 0.06  -1.050
N: -0.96 -0.78 0.23  -0.168
C: 0.24 -0.18 0.30  1.123
C: 1.47 -0.84 0.54  -0.839
C: 2.62 -0.09 0.87  -0.191
C: 2.64 1.26 0.97  -0.728
C: 1.53 1.94 0.54  -0.542
C: 0.30 1.23 0.21  0.621
C: -0.63 1.98 -0.48  -0.379
C: -1.90 1.57 -1.00  -0.242
C: -2.69 0.67 -0.40  -0.699
C: -2.72 0.48 1.03  0.352
N: -2.95 0.41 2.14  -0.508
H: -0.60 -2.93 0.53  0.305
H: -2.23 -2.22 0.36  0.325
H: -1.16 -2.49 -0.98  0.342
H: 1.52 -1.90 0.74  0.223
H: 3.55 -0.68 1.13  0.280
H: 3.56 1.84 1.06  0.331
H: 1.64 3.05 0.65  0.242
H: -0.29 3.01 -0.78  0.310
H: -2.21 1.88 -1.99  0.377
H: -3.50 0.33 -0.90  0.516

=====

Arrangement Q

The following is a DFT calculation (ωB97M-V/def2-TZVPD) of an isolated molecule of C11H10N2.

Its SMILES is Cc1cccc(-c2cccnc2)n1. The lowest unoccupied orbital energy is 0.1 eV. The calculation puts the HOMO-LUMO gap at 9.0 eV. The value obtained for the HOMO energy is -8.83 eV. The calculation puts the molar mass at 170.2 g/mol.

Last column: Mulliken charge in e.
Positions of all 23 atoms, in Å:
C: 2.97 -1.92 0.21  -1.140
C: 2.33 -0.59 0.15  0.556
C: 2.95 0.64 0.10  -0.856
C: 2.11 1.75 -0.24  -0.305
C: 0.79 1.71 -0.20  -0.881
C: 0.26 0.34 -0.15  0.848
C: -1.20 0.23 -0.02  0.438
C: -2.29 1.04 0.35  -0.093
C: -3.65 0.74 0.32  -0.381
C: -4.00 -0.52 -0.02  -0.338
N: -3.04 -1.46 -0.29  -0.595
C: -1.73 -1.09 -0.30  -0.261
N: 0.93 -0.77 0.07  -0.417
H: 4.11 -1.94 0.32  0.335
H: 2.54 -2.62 0.99  0.281
H: 2.90 -2.42 -0.84  0.247
H: 3.96 0.81 0.18  0.482
H: 2.43 2.74 -0.57  0.375
H: -0.04 2.35 -0.36  0.401
H: -2.06 2.08 0.42  0.249
H: -4.31 1.74 0.41  0.209
H: -4.94 -1.00 0.15  0.394
H: -1.00 -1.81 -0.67  0.452

=====

Taking the most stable structure as the zero point, the relative energies in hartree are arrangement P 0.0712; arrangement Q 0.0000.

=====

Arrangement P

The following is a DFT calculation (ωB97M-V/def2-TZVPD) of an isolated molecule of C21H27NO3.

Its SMILES is CCCNC[C@H](O)COc1ccccc1C(=O)CCc1ccccc1. The lowest unoccupied orbital energy is 0.5 eV. The calculation puts the HOMO-LUMO gap at 9.1 eV. The value obtained for the HOMO energy is -8.53 eV. The calculation puts the molar mass at 341.5 g/mol.

Last column: Mulliken charge in e.
Positions of all 52 atoms, in Å:
C: -1.18 3.34 -4.97  -1.195
C: -2.24 3.05 -3.92  -0.470
C: -1.77 3.36 -2.49  -0.616
N: -0.78 2.39 -2.04  0.194
C: -0.25 2.67 -0.72  -1.048
C: -1.21 2.23 0.40  0.046
O: -0.61 2.37 1.65  -0.662
C: -1.70 0.78 0.17  -0.730
O: -0.62 -0.12 0.32  0.080
C: 0.15 -0.46 -0.74  0.206
C: -0.32 -0.66 -2.04  -0.821
C: 0.54 -1.13 -3.02  -0.645
C: 1.86 -1.42 -2.72  -0.868
C: 2.33 -1.24 -1.44  -0.423
C: 1.49 -0.75 -0.45  1.022
C: 2.01 -0.44 0.91  0.512
O: 1.81 0.63 1.45  -0.717
C: 2.81 -1.54 1.58  -1.075
C: 2.19 -1.82 2.96  -1.247
C: 0.71 -2.07 2.82  0.305
C: -0.22 -1.14 3.27  0.078
C: -1.57 -1.36 3.09  -0.805
C: -2.02 -2.51 2.46  -0.329
C: -1.10 -3.44 2.01  -0.755
C: 0.25 -3.23 2.19  -0.127
H: -1.58 3.17 -5.97  0.373
H: -0.30 2.70 -4.85  0.318
H: -0.85 4.38 -4.91  0.292
H: -2.51 1.99 -3.97  0.239
H: -3.12 3.64 -4.13  0.369
H: -2.63 3.30 -1.82  0.280
H: -1.39 4.40 -2.45  0.343
H: -0.02 2.37 -2.71  0.158
H: -0.01 3.73 -0.57  0.359
H: 0.68 2.10 -0.60  0.344
H: -2.09 2.89 0.42  0.495
H: 0.16 1.78 1.68  0.396
H: -2.40 0.51 0.96  0.359
H: -2.18 0.71 -0.80  0.352
H: -1.34 -0.45 -2.29  0.375
H: 0.17 -1.27 -4.02  0.446
H: 2.52 -1.79 -3.50  0.405
H: 3.37 -1.45 -1.20  0.503
H: 3.84 -1.20 1.72  0.436
H: 2.80 -2.44 0.97  0.515
H: 2.68 -2.68 3.41  0.454
H: 2.34 -0.95 3.60  0.372
H: 0.12 -0.24 3.74  0.277
H: -2.28 -0.62 3.45  0.429
H: -3.08 -2.67 2.32  0.413
H: -1.44 -4.34 1.52  0.404
H: 0.96 -3.96 1.84  0.387

=====

Arrangement Q

The following is a DFT calculation (ωB97M-V/def2-TZVPD) of an isolated molecule of C21H27NO3.

Its SMILES is CCOCCOc1cccc(C(=O)N[C@H](c2ccccc2)C(C)C)c1. The lowest unoccupied orbital energy is 0.7 eV. The calculation puts the HOMO-LUMO gap at 9.4 eV. The value obtained for the HOMO energy is -8.69 eV. The calculation puts the molar mass at 341.5 g/mol.

Last column: Mulliken charge in e.
Positions of all 52 atoms, in Å:
C: -9.12 -0.41 0.31  -1.307
C: -7.81 -0.83 -0.34  -0.118
O: -6.82 0.12 0.01  -0.342
C: -5.61 -0.01 -0.69  -0.420
C: -4.76 -1.21 -0.24  -0.631
O: -3.45 -1.15 -0.73  -0.425
C: -2.54 -0.31 -0.16  0.752
C: -2.77 0.48 0.96  -0.464
C: -1.75 1.29 1.45  -1.104
C: -0.51 1.31 0.85  -0.663
C: -0.27 0.51 -0.27  0.519
C: 1.04 0.50 -0.98  0.264
O: 1.14 0.40 -2.18  -0.674
N: 2.11 0.61 -0.16  0.039
C: 3.48 0.60 -0.65  -0.822
C: 4.24 -0.63 -0.21  0.449
C: 5.12 -1.24 -1.09  -0.277
C: 5.85 -2.35 -0.71  -0.700
C: 5.70 -2.88 0.56  -0.417
C: 4.82 -2.29 1.44  -0.824
C: 4.09 -1.17 1.07  -0.312
C: 4.19 1.92 -0.26  0.651
C: 5.51 2.05 -1.02  -1.551
C: 4.44 2.04 1.24  -1.478
C: -1.29 -0.28 -0.77  -0.478
H: -8.99 -0.38 1.39  0.317
H: -9.40 0.58 -0.03  0.315
H: -9.90 -1.12 0.06  0.386
H: -7.52 -1.83 -0.01  0.270
H: -7.92 -0.85 -1.44  0.303
H: -5.78 -0.07 -1.78  0.314
H: -5.06 0.92 -0.49  0.439
H: -5.17 -2.14 -0.65  0.367
H: -4.78 -1.28 0.86  0.365
H: -3.73 0.50 1.45  0.421
H: -1.95 1.91 2.31  0.376
H: 0.26 1.97 1.23  0.557
H: 1.97 0.62 0.84  0.346
H: 3.38 0.58 -1.74  0.612
H: 5.22 -0.84 -2.09  0.425
H: 6.53 -2.81 -1.42  0.393
H: 6.27 -3.75 0.86  0.391
H: 4.69 -2.69 2.44  0.382
H: 3.41 -0.73 1.78  0.284
H: 3.53 2.73 -0.57  0.362
H: 6.20 1.26 -0.73  0.349
H: 5.34 1.99 -2.09  0.360
H: 5.98 3.01 -0.80  0.439
H: 4.91 3.00 1.46  0.471
H: 3.51 2.00 1.80  0.284
H: 5.10 1.25 1.59  0.313
H: -1.12 -0.88 -1.65  0.493

=====

Taking the most stable structure as the zero point, the relative energies in hartree are arrangement P 0.0135; arrangement Q 0.0000.

=====

Arrangement P

The following is a DFT calculation (ωB97M-V/def2-TZVPD) of a structure of composition C41H67CsN2O4P2SSi.

The lowest unoccupied orbital energy is 3.7 eV. Its charge is -2. The calculation puts the HOMO-LUMO gap at 4.5 eV. The value obtained for the HOMO energy is -0.85 eV. The calculation puts the molar mass at 907.0 g/mol.

Last column: Mulliken charge in e.
Positions of all 119 atoms, in Å:
Cs: 0.40 -0.59 0.10  0.350
C: -3.88 1.25 1.54  -1.802
Si: -2.53 1.57 0.18  1.115
C: -2.29 3.49 0.38  0.353
C: -3.06 4.27 1.26  0.087
C: -2.70 5.54 1.67  -0.898
C: -1.52 6.10 1.21  -1.030
C: -0.74 5.38 0.31  -0.577
C: -1.11 4.10 -0.12  -0.070
P: -0.04 3.17 -1.30  0.552
C: -1.00 3.44 -2.86  2.691
C: -0.28 2.85 -4.08  0.538
C: -0.92 3.31 -5.41  -1.298
C: -2.41 3.58 -5.22  0.078
C: -2.60 4.77 -4.28  -1.074
C: -1.51 4.84 -3.20  -0.893
C: 1.52 4.16 -1.44  -0.282
C: 2.63 3.19 -1.91  0.455
C: 3.84 3.95 -2.43  -1.036
C: 3.46 4.66 -3.74  -0.941
C: 2.14 5.44 -3.62  -0.125
C: 1.61 5.51 -2.18  -1.438
C: -3.75 1.45 -1.35  -0.246
C: -4.49 2.53 -1.85  0.166
C: -5.26 2.44 -3.00  -1.048
C: -5.31 1.26 -3.72  -1.007
C: -4.60 0.17 -3.25  0.256
C: -3.85 0.23 -2.07  -0.249
P: -2.94 -1.24 -1.45  -0.070
C: -4.29 -2.49 -1.08  0.532
C: -5.59 -2.56 -1.89  -1.380
C: -5.48 -3.38 -3.17  -0.263
C: -5.00 -4.79 -2.86  -1.267
C: -3.66 -4.75 -2.13  0.276
C: -3.73 -3.90 -0.86  -1.448
C: -1.98 -1.80 -2.96  0.952
C: -0.84 -2.75 -2.55  -0.383
C: -0.04 -3.24 -3.75  -0.992
C: 0.57 -2.05 -4.48  -0.710
C: -0.50 -1.03 -4.87  -0.810
C: -1.34 -0.60 -3.67  -0.130
H: -4.79 1.84 1.42  0.453
H: -3.45 1.46 2.53  0.337
H: -4.17 0.20 1.55  0.211
H: -3.97 3.83 1.67  0.247
H: -3.33 6.09 2.36  0.386
H: -1.20 7.08 1.53  0.384
H: 0.18 5.82 -0.04  0.216
H: -1.88 2.81 -2.67  -1.555
H: -0.30 1.76 -4.02  -0.723
H: 0.78 3.13 -4.08  -0.426
H: -0.75 2.55 -6.18  0.478
H: -0.44 4.23 -5.76  0.326
H: -2.89 2.69 -4.80  -0.488
H: -2.90 3.76 -6.18  0.574
H: -3.58 4.70 -3.81  0.275
H: -2.60 5.70 -4.87  0.462
H: -1.88 5.35 -2.31  0.385
H: -0.67 5.45 -3.57  0.248
H: 1.75 4.36 -0.38  1.006
H: 2.27 2.53 -2.71  0.094
H: 2.88 2.53 -1.08  -0.186
H: 4.67 3.27 -2.61  0.460
H: 4.18 4.67 -1.68  0.319
H: 3.36 3.89 -4.51  0.300
H: 4.28 5.31 -4.07  0.315
H: 1.38 5.00 -4.26  -0.361
H: 2.27 6.46 -3.98  0.633
H: 0.64 6.02 -2.20  0.659
H: 2.28 6.17 -1.62  0.584
H: -4.44 3.48 -1.33  0.380
H: -5.81 3.31 -3.35  0.341
H: -5.88 1.19 -4.64  0.376
H: -4.61 -0.76 -3.81  0.236
H: -4.58 -2.12 -0.09  0.285
H: -5.97 -1.56 -2.08  0.303
H: -6.34 -3.05 -1.25  0.617
H: -4.77 -2.91 -3.86  0.121
H: -6.45 -3.40 -3.68  0.361
H: -4.92 -5.39 -3.77  0.477
H: -5.75 -5.29 -2.23  0.355
H: -2.91 -4.34 -2.82  -0.207
H: -3.33 -5.76 -1.88  0.382
H: -2.76 -3.87 -0.37  0.372
H: -4.40 -4.42 -0.16  0.582
H: -2.64 -2.31 -3.68  0.497
H: -1.19 -3.58 -1.94  0.284
H: -0.15 -2.20 -1.91  -0.504
H: -0.69 -3.80 -4.44  0.337
H: 0.74 -3.92 -3.41  0.480
H: 1.13 -2.37 -5.37  0.437
H: 1.30 -1.57 -3.82  0.250
H: -1.16 -1.47 -5.62  0.388
H: -0.04 -0.15 -5.33  0.294
H: -2.10 0.12 -3.99  -0.002
H: -0.71 -0.05 -2.95  -0.260
N: -0.17 -0.46 3.09  -0.304
C: 0.32 0.70 3.83  -0.947
C: 1.48 1.38 3.10  0.630
C: 2.76 0.56 3.15  -0.237
C: 3.92 1.12 2.34  -0.998
N: 3.62 1.07 0.91  -0.127
H: -0.88 -0.96 3.60  0.159
H: 0.56 -1.14 2.88  0.122
H: 0.66 0.45 4.85  0.379
H: -0.51 1.40 3.93  0.356
H: 1.65 2.36 3.57  0.358
H: 1.19 1.60 2.07  -0.586
H: 2.60 -0.47 2.81  0.150
H: 3.08 0.45 4.20  0.268
H: 4.81 0.53 2.60  0.402
H: 4.11 2.16 2.63  0.367
H: 3.40 0.10 0.65  -0.039
H: 4.46 1.30 0.39  0.244
O: 3.41 -2.51 2.17  -0.756
S: 2.63 -2.77 0.95  1.353
O: 3.00 -4.03 0.29  -0.770
O: 2.82 -1.61 -0.01  -0.917
O: 1.16 -2.78 1.30  -0.834

=====

Arrangement Q

The following is a DFT calculation (ωB97M-V/def2-TZVPD) of a structure of composition C41H67CsN2O4P2SSi.

The lowest unoccupied orbital energy is 3.7 eV. Its charge is -2. The calculation puts the HOMO-LUMO gap at 5.0 eV. The value obtained for the HOMO energy is -1.25 eV. The calculation puts the molar mass at 907.0 g/mol.

Last column: Mulliken charge in e.
Positions of all 119 atoms, in Å:
Cs: -3.03 0.01 -2.18  1.609
C: -0.88 -2.39 -2.49  -2.024
Si: -0.36 -1.68 -0.74  1.012
C: -1.82 -2.49 0.29  -0.460
C: -2.24 -3.79 -0.01  0.227
C: -3.28 -4.42 0.67  -1.064
C: -3.95 -3.74 1.68  -0.911
C: -3.57 -2.44 1.99  -0.199
C: -2.52 -1.81 1.30  -0.196
P: -2.02 -0.07 1.67  1.026
C: -0.81 -0.33 3.08  0.335
C: 0.61 -0.27 2.52  1.482
C: 1.66 -0.34 3.63  -0.466
C: 1.48 -1.60 4.47  -0.642
C: 0.06 -1.68 5.03  -1.052
C: -0.97 -1.61 3.91  -0.457
C: -3.58 0.64 2.45  0.122
C: -3.68 0.68 3.98  -0.485
C: -5.00 1.31 4.43  -0.932
C: -5.17 2.71 3.86  -0.762
C: -5.08 2.68 2.33  -0.882
C: -3.77 2.05 1.87  -0.758
C: 1.05 -2.93 -0.21  -0.412
C: 0.94 -3.85 0.84  0.107
C: 2.02 -4.62 1.27  -0.942
C: 3.25 -4.49 0.66  -1.102
C: 3.40 -3.57 -0.37  -0.122
C: 2.33 -2.79 -0.80  0.740
P: 2.49 -1.40 -2.00  -0.811
C: 4.08 -1.81 -2.89  0.099
C: 4.47 -0.64 -3.82  -1.124
C: 3.73 -0.75 -5.15  -0.829
C: 4.21 -1.98 -5.94  -0.647
C: 4.67 -3.10 -5.00  -1.011
C: 3.85 -3.10 -3.71  -0.711
C: 2.99 -0.07 -0.79  2.699
C: 2.58 1.33 -1.29  -0.257
C: 3.37 2.44 -0.59  -1.028
C: 3.65 2.06 0.86  0.169
C: 4.59 0.84 0.93  -1.211
C: 4.43 -0.08 -0.30  -0.983
H: -0.35 -3.31 -2.77  0.271
H: -0.68 -1.65 -3.28  0.351
H: -1.95 -2.61 -2.50  0.819
H: -1.73 -4.34 -0.79  0.383
H: -3.57 -5.43 0.41  0.374
H: -4.76 -4.21 2.22  0.392
H: -4.10 -1.92 2.78  0.297
H: -0.95 0.54 3.74  0.536
H: 0.73 0.64 1.93  -1.227
H: 0.77 -1.10 1.83  -0.923
H: 1.57 0.54 4.28  0.427
H: 2.66 -0.31 3.20  -0.099
H: 2.22 -1.64 5.28  0.452
H: 1.66 -2.47 3.83  0.122
H: -0.09 -0.84 5.73  0.365
H: -0.07 -2.60 5.61  0.427
H: -1.98 -1.68 4.33  0.187
H: -0.85 -2.47 3.26  -0.100
H: -4.40 0.02 2.07  0.644
H: -2.86 1.28 4.38  0.314
H: -3.58 -0.32 4.40  -0.007
H: -5.05 1.33 5.53  0.402
H: -5.83 0.68 4.09  0.345
H: -4.38 3.36 4.25  0.298
H: -6.13 3.14 4.18  0.407
H: -5.17 3.69 1.92  0.356
H: -5.92 2.11 1.93  0.383
H: -2.92 2.68 2.15  0.260
H: -3.76 2.00 0.77  0.391
H: -0.02 -3.98 1.33  0.149
H: 1.88 -5.32 2.09  0.378
H: 4.10 -5.09 0.98  0.389
H: 4.38 -3.46 -0.83  0.343
H: 4.90 -1.98 -2.19  0.528
H: 5.55 -0.67 -4.00  0.498
H: 4.27 0.31 -3.34  0.393
H: 3.87 0.16 -5.74  0.499
H: 2.66 -0.83 -4.94  0.251
H: 5.04 -1.70 -6.60  0.276
H: 3.40 -2.34 -6.58  0.331
H: 5.73 -2.97 -4.74  0.332
H: 4.60 -4.07 -5.50  0.424
H: 4.08 -3.98 -3.11  0.469
H: 2.79 -3.19 -3.98  0.258
H: 2.34 -0.31 0.07  -1.840
H: 1.51 1.45 -1.11  -0.045
H: 2.71 1.41 -2.38  0.381
H: 2.82 3.38 -0.65  0.444
H: 4.32 2.61 -1.10  0.377
H: 2.70 1.81 1.34  -0.442
H: 4.07 2.90 1.41  0.612
H: 4.38 0.27 1.83  0.341
H: 5.63 1.18 1.00  0.370
H: 4.75 -1.09 -0.04  0.192
H: 5.09 0.26 -1.10  0.340
N: -2.66 4.68 -4.08  -0.918
C: -2.75 4.89 -2.64  -0.532
C: -1.49 4.40 -1.94  -0.222
C: -1.44 4.78 -0.47  -0.554
C: -0.16 4.33 0.24  -0.293
N: -0.31 2.99 0.82  -0.183
H: -3.60 4.80 -4.45  0.347
H: -2.55 3.67 -4.21  0.276
H: -3.62 4.37 -2.20  0.292
H: -2.86 5.96 -2.44  0.381
H: -0.62 4.83 -2.45  0.241
H: -1.42 3.31 -2.08  0.127
H: -2.30 4.37 0.07  -0.090
H: -1.52 5.87 -0.39  0.494
H: 0.08 5.01 1.06  0.418
H: 0.67 4.39 -0.48  0.064
H: 0.59 2.58 1.02  -0.071
H: -0.78 2.35 0.18  -0.029
O: -5.49 0.73 -3.98  -0.639
S: -4.74 1.94 -3.60  0.911
O: -5.29 3.16 -4.20  -0.770
O: -4.71 2.03 -2.10  -0.605
O: -3.30 1.74 -4.01  -0.890

=====

Taking the most stable structure as the zero point, the relative energies in hartree are arrangement P 0.0073; arrangement Q 0.0000.